The following is a quantum chemistry calculation of one molecule with the formula C5H7N3O at a distorted geometry, from the Open Molecules 2025 dataset.

Each line ends with the natural charge from an NBO analysis.
CARTESIAN COORDINATES (ANGSTROEM)
N  -1.56  1.02  0.31  -0.5036
H  2.79  -2.71  0.83  0.2434
H  -2.15  1.50  -2.97  0.2221
H  -1.88  0.83  1.12  0.3816
N  0.66  0.10  0.41  -0.6843
C  -2.43  1.54  -0.60  -0.1200
C  1.20  -1.27  0.13  0.7132
H  -3.36  1.82  -0.41  0.2087
C  2.32  -1.60  1.08  -0.7380
H  1.95  -1.55  2.11  0.2314
N  -0.43  0.83  -1.53  -0.4540
H  3.19  -1.06  0.79  0.2470
O  0.80  -1.95  -0.73  -0.5195
C  -0.39  0.59  -0.25  0.4561
H  1.01  0.52  1.49  0.4075
C  -1.73  1.40  -1.79  -0.0917

## Properties
SMILES string = CC(=O)Nc1ncc[nH]1
E_tot = -434.1567 Eh
energy relative to the best compared isomer or geometry (same formula, charge and spin) = 230.1 kJ/mol
highest occupied orbital energy = -8.4 eV
max |F| = 7.8 eV/A
net charge = 0